#1
Entry from the Open Molecules 2025 dataset: C7H6 as an isolated structure (the ωB97M-V functional and the def2-TZVPD basis).

Geometry as XYZ:
```
13
Properties=species:S:1:pos:R:3:lowdin_charge:R:1
C -0.851 -1.573 0.268 -0.235
C 0.481 -1.525 0.930 -0.082
C -1.464 -0.368 -0.240 0.041
C 0.360 -0.942 -0.635 0.055
C 0.834 -0.171 0.738 -0.082
C -0.341 0.529 -0.039 -0.312
C -0.198 1.941 -0.671 -0.014
H -1.299 -2.494 -0.048 0.113
H 1.030 -2.513 1.223 0.182
H 1.706 0.406 0.982 0.134
H 0.769 2.061 -1.146 0.078
H -0.189 2.601 0.136 0.058
H -0.838 2.049 -1.498 0.065
```

E_LUMO (eV): 0.87
E_HOMO (Ha): -0.313
HOMO-LUMO gap (hartree): 0.34513
Total charge: 0

***

#2
Entry from the Open Molecules 2025 dataset: one molecule with the formula C7H6 (the ωB97M-V functional and the def2-TZVPD basis).

Geometry as XYZ:
```
13
Properties=species:S:1:pos:R:3:lowdin_charge:R:1
C -2.389 0.458 -2.125 0.117
C -1.285 0.847 -2.486 -0.153
C 0.131 0.809 -2.333 -0.132
C 0.942 0.538 -1.193 -0.086
C 0.493 0.016 0.081 -0.026
C 0.486 -0.596 1.182 -0.063
C -0.112 -0.336 2.454 -0.148
H -3.397 0.431 -1.647 0.057
H 0.607 1.210 -3.299 0.113
H 2.016 0.617 -1.144 0.093
H -1.174 -0.368 2.453 0.065
H 0.136 -1.076 3.169 0.049
H 0.220 0.706 2.764 0.114
```

E_LUMO (eV): -0.43
E_HOMO (Ha): -0.313
HOMO-LUMO gap (hartree): 0.29698
Total charge: 0
SMILES: C#C/C=C\C#CC

***

Pick #2: it beats the second-best structure by 148.1 kJ/mol.